1.
Computed, not measured: a cluster of 2 separate species, C4H8Cl4 in total at a distorted geometry, with the ωB97M-V functional and the def2-TZVPD basis.

## Properties
**ΔE to the lowest compared entry with this formula, charge and spin**: 0.379 eV
**Highest occupied orbital energy**: -10.82 eV
**Charge**: 0
**SMILES string**: ClCCCl.ClCCCl
**Calculated total energy**: -1997.97241 hartree

CARTESIAN COORDINATES (ANGSTROEM)
Cl 29.374 -4.550 -10.982
C 30.116 -6.158 -11.061
C 30.976 -6.343 -12.318
Cl 32.379 -5.224 -12.311
H 29.296 -6.865 -11.190
H 30.652 -6.378 -10.138
H 30.358 -6.231 -13.209
H 31.370 -7.356 -12.239
Cl 30.566 -5.456 -3.197
C 30.937 -4.258 -1.955
C 30.259 -4.708 -0.601
Cl 30.857 -3.722 0.707
H 30.583 -3.302 -2.340
H 32.011 -4.122 -1.827
H 30.443 -5.726 -0.259
H 29.175 -4.620 -0.668

Cartesian forces (eV/Å) of the 6 atoms listed first:
0.02 0.13 0.13
-0.06 -0.37 -0.87
-0.04 0.05 1.21
-0.33 -0.25 -0.25
-0.05 -0.03 0.29
0.01 0.22 -0.15

Results of the natural (NBO) charge analysis, in e, for atoms 1 through 8:
1. Cl -0.051
2. C -0.391
3. C -0.379
4. Cl -0.061
5. H 0.217
6. H 0.223
7. H 0.222
8. H 0.219

***

2.
Computed, not measured: a structure of composition C8H7EuNO6 at a distorted geometry, with the ωB97M-V functional and the def2-TZVPD basis.

## Properties
**Multiplicity**: 8
**Highest occupied orbital energy (spin up / spin down)**: -16.62 / -17.91 eV
**Charge**: +2
**Calculated total energy**: -1524.59325 hartree

CARTESIAN COORDINATES (ANGSTROEM)
O -1.014 1.219 -2.752
C -0.649 0.779 -1.759
Eu 0.063 -0.076 0.171
O 1.314 2.799 0.755
C 0.839 1.782 0.478
C -0.837 -1.778 -0.480
O -1.320 -2.805 -0.761
C 1.727 -0.571 -0.890
O 2.719 -0.899 -1.406
C -1.728 0.571 0.890
O -2.717 0.901 1.397
C 1.605 -2.523 3.948
N 1.343 -1.069 4.067
C 1.554 -0.356 5.323
C 0.910 -0.393 3.009
O 0.725 -1.021 1.871
H 1.950 -2.897 4.906
H 2.370 -2.693 3.196
H 0.686 -3.033 3.670
H 2.292 0.429 5.161
H 0.610 0.091 5.634
H 1.904 -1.039 6.081
H 0.698 0.709 3.062

Cartesian forces (eV/Å) of the 6 atoms listed first:
1.25 -1.50 3.37
-3.04 3.55 -8.07
2.64 -3.12 6.71
-1.46 -3.39 -0.72
4.60 11.71 1.54
-6.32 -11.77 -4.95

Results of the Mulliken charge analysis, in e, for atoms 1 through 8:
1. O -0.101
2. C 0.418
3. Eu -0.025
4. O -0.129
5. C 0.421
6. C 0.464
7. O -0.137
8. C 0.464

***

3.
Computed, not measured: a structure of composition C3H5N3 at a distorted geometry, with the ωB97M-V functional and the def2-TZVPD basis.

## Properties
**ΔE to the lowest compared entry with this formula, charge and spin**: 2.894 eV
**Highest occupied orbital energy**: -9.92 eV
**Charge**: 0
**Calculated total energy**: -281.48368 hartree

CARTESIAN COORDINATES (ANGSTROEM)
C 1.040 -0.642 -1.647
C -1.109 -0.044 -0.272
C 0.840 0.200 0.643
H 2.101 -0.154 -1.626
H 0.403 -0.031 -2.644
H 0.987 -1.977 -1.571
H -2.035 -0.083 -0.987
H 1.881 0.064 0.861
N 0.229 -0.239 -0.482
N -1.320 0.444 0.915
N -0.047 0.523 1.515

Cartesian forces (eV/Å) of the 6 atoms listed first:
-2.17 -0.80 -2.00
-2.06 0.57 -1.23
-1.11 -0.98 0.54
-2.05 -1.31 0.22
2.20 -2.64 2.68
0.58 4.34 -1.10

Results of the natural (NBO) charge analysis, in e, for atoms 1 through 8:
1. C -0.432
2. C 0.139
3. C 0.141
4. H 0.239
5. H 0.228
6. H 0.235
7. H 0.227
8. H 0.207

***

4.
Computed, not measured: a cluster of 6 separate species, C25H64ClN4O13 in total at a distorted geometry, with the ωB97M-V functional and the def2-TZVPD basis.

## Properties
**ΔE to the lowest compared entry with this formula, charge and spin**: 0.000 eV
**Highest occupied orbital energy**: -6.32 eV
**Charge**: -1
**Calculated total energy**: -2647.87971 hartree

CARTESIAN COORDINATES (ANGSTROEM)
Cl -1.320 0.234 -0.279
O -0.876 1.399 0.443
O -0.344 -0.831 -0.077
O -2.604 -0.229 0.190
O -1.404 0.532 -1.690
C -1.100 -3.180 2.979
O -2.472 -3.338 3.256
C -3.241 -2.644 2.271
C -4.705 -3.001 2.362
N -5.192 -2.987 3.765
C -6.588 -3.496 3.802
C -7.621 -2.399 3.970
O -7.225 -1.532 5.013
C -8.004 -0.372 5.067
H -0.569 -3.632 3.817
H -0.785 -2.136 2.880
H -0.835 -3.713 2.056
H -2.852 -2.831 1.268
H -3.110 -1.579 2.504
H -4.842 -4.010 1.963
H -5.264 -2.288 1.745
H -5.360 -1.996 3.949
H -6.651 -4.144 4.686
H -6.843 -4.134 2.954
H -8.601 -2.837 4.200
H -7.691 -1.842 3.022
H -8.104 0.088 4.077
H -7.528 0.348 5.734
H -9.009 -0.548 5.478
C 0.207 10.692 -4.273
O 1.248 9.914 -4.801
C 0.924 8.522 -4.876
C 1.516 7.797 -3.654
N 1.124 6.421 -3.496
C 1.608 5.538 -4.561
C 1.208 4.112 -4.265
O -0.189 4.050 -4.486
C -0.817 2.906 -3.905
H -0.153 10.319 -3.306
H -0.642 10.757 -4.965
H 0.601 11.697 -4.121
H 1.447 8.162 -5.765
H -0.153 8.393 -5.016
H 1.192 8.354 -2.770
H 2.598 7.884 -3.754
H 0.113 6.359 -3.458
H 2.691 5.685 -4.601
H 1.185 5.774 -5.548
H 1.437 3.866 -3.223
H 1.721 3.428 -4.954
H -1.303 3.203 -2.971
H -0.103 2.117 -3.676
H -1.608 2.579 -4.578
C 1.011 -3.892 -4.440
O 1.945 -3.143 -3.711
C 1.348 -2.542 -2.568
C 2.441 -2.176 -1.582
N 3.206 -3.326 -1.097
C 2.433 -4.186 -0.202
C 3.340 -5.133 0.530
O 3.854 -6.089 -0.366
C 5.130 -6.549 -0.036
H 0.118 -3.313 -4.697
H 0.694 -4.786 -3.887
H 1.512 -4.227 -5.350
H 0.598 -3.173 -2.074
H 0.805 -1.645 -2.896
H 2.042 -1.633 -0.729
H 3.135 -1.509 -2.104
H 3.473 -3.885 -1.901
H 1.621 -4.751 -0.691
H 1.891 -3.551 0.507
H 2.871 -5.575 1.422
H 4.175 -4.535 0.932
H 5.916 -5.842 -0.320
H 5.319 -7.505 -0.529
H 5.205 -6.786 1.037
C 1.564 -1.924 5.882
O 1.156 -1.116 4.804
C 1.985 -1.203 3.669
C 1.971 0.107 2.917
N 2.355 -0.171 1.535
C 2.500 1.068 0.723
C 3.682 1.931 1.037
O 3.347 2.845 2.054
C 4.440 3.653 2.419
H 1.252 -1.463 6.820
H 2.648 -2.072 5.912
H 1.096 -2.918 5.839
H 1.541 -1.956 2.993
H 3.006 -1.547 3.856
H 2.738 0.755 3.351
H 0.990 0.582 3.028
H 1.523 -0.576 1.104
H 1.574 1.655 0.762
H 2.557 0.706 -0.307
H 4.023 2.434 0.117
H 4.569 1.362 1.364
H 4.848 4.171 1.544
H 5.213 3.031 2.890
H 4.069 4.390 3.128
C -2.397 -2.612 -2.522
O -2.072 -3.070 -1.225
H -2.747 -3.444 -3.135
H -3.127 -1.802 -2.474
H -1.517 -2.212 -3.047
H -1.983 -2.286 -0.666

Cartesian forces (eV/Å) of the 6 atoms listed first:
0.64 0.21 -0.25
-0.35 -0.05 0.04
-0.07 -0.12 -0.01
-0.08 0.04 0.07
-0.02 -0.03 0.07
0.09 -0.41 0.13

Results of the Mulliken charge analysis, in e, for atoms 1 through 8:
1. Cl 1.585
2. O -0.763
3. O -0.205
4. O -0.658
5. O -0.681
6. C -0.533
7. O -0.502
8. C 0.278

***

5.
Computed, not measured: a cluster of 2 separate species, C2H4N2O2 in total at a distorted geometry, with the ωB97M-V functional and the def2-TZVPD basis.

## Properties
**ΔE to the lowest compared entry with this formula, charge and spin**: 4.204 eV
**Highest occupied orbital energy**: -9.97 eV
**Charge**: 0
**SMILES string**: N#[N+][O-].CC=O
**Calculated total energy**: -338.49871 hartree

CARTESIAN COORDINATES (ANGSTROEM)
N 2.589 -0.196 -1.333
N 2.892 0.324 -0.422
O 3.278 0.809 0.545
C -1.829 -0.130 -0.182
C -0.484 -0.255 0.527
O -0.036 -1.282 0.897
H -2.569 0.540 0.432
H -2.414 -0.948 -0.173
H -1.533 0.380 -1.080
H 0.106 0.758 0.789

Cartesian forces (eV/Å) of the 6 atoms listed first:
-1.30 -1.47 -3.09
0.47 -0.16 0.40
0.81 1.61 2.70
1.01 4.40 2.54
-0.70 2.34 0.74
0.90 -1.46 0.38

Results of the natural (NBO) charge analysis, in e, for atoms 1 through 8:
1. N -0.095
2. N 0.439
3. O -0.342
4. C -0.714
5. C 0.449
6. O -0.516
7. H 0.228
8. H 0.232

***

6.
Computed, not measured: a structure of composition C4H8OS at a distorted geometry, with the ωB97M-V functional and the def2-TZVPD basis.

## Properties
**ΔE to the lowest compared entry with this formula, charge and spin**: 1.487 eV
**Highest occupied orbital energy**: -9.02 eV
**Charge**: 0
**Calculated total energy**: -630.58029 hartree

CARTESIAN COORDINATES (ANGSTROEM)
C 1.236 0.524 0.300
C 0.093 -0.045 -0.569
C -1.289 0.540 -0.293
C -1.591 -0.834 0.238
H 3.577 0.015 0.590
H 1.431 1.533 -0.010
H 1.017 0.446 1.362
H 0.369 -0.117 -1.650
H -1.849 0.821 -1.169
H -1.217 1.328 0.405
H -2.388 -1.485 -0.223
H -1.702 -0.816 1.327
O -0.310 -1.330 -0.123
S 2.624 -0.581 -0.185

Cartesian forces (eV/Å) of the 6 atoms listed first:
-0.15 -1.38 -1.31
0.61 0.47 -0.59
0.25 -0.27 -1.19
-1.18 -1.25 0.76
-0.37 -0.32 -0.40
0.18 0.55 0.00

Results of the natural (NBO) charge analysis, in e, for atoms 1 through 8:
1. C -0.522
2. C 0.099
3. C -0.458
4. C -0.055
5. H 0.123
6. H 0.215
7. H 0.218
8. H 0.185

***

What did the first record say?
Computed, not measured: a cluster of 2 separate species, C4H8Cl4 in total at a distorted geometry, with the ωB97M-V functional and the def2-TZVPD basis.

## Properties
**ΔE to the lowest compared entry with this formula, charge and spin**: 0.379 eV
**Highest occupied orbital energy**: -10.82 eV
**Charge**: 0
**SMILES string**: ClCCCl.ClCCCl
**Calculated total energy**: -1997.97241 hartree

CARTESIAN COORDINATES (ANGSTROEM)
Cl 29.374 -4.550 -10.982
C 30.116 -6.158 -11.061
C 30.976 -6.343 -12.318
Cl 32.379 -5.224 -12.311
H 29.296 -6.865 -11.190
H 30.652 -6.378 -10.138
H 30.358 -6.231 -13.209
H 31.370 -7.356 -12.239
Cl 30.566 -5.456 -3.197
C 30.937 -4.258 -1.955
C 30.259 -4.708 -0.601
Cl 30.857 -3.722 0.707
H 30.583 -3.302 -2.340
H 32.011 -4.122 -1.827
H 30.443 -5.726 -0.259
H 29.175 -4.620 -0.668

Cartesian forces (eV/Å) of the 6 atoms listed first:
0.02 0.13 0.13
-0.06 -0.37 -0.87
-0.04 0.05 1.21
-0.33 -0.25 -0.25
-0.05 -0.03 0.29
0.01 0.22 -0.15

Results of the natural (NBO) charge analysis, in e, for atoms 1 through 8:
1. Cl -0.051
2. C -0.391
3. C -0.379
4. Cl -0.061
5. H 0.217
6. H 0.223
7. H 0.222
8. H 0.219